1.
Formula: C3H10N2O3
Source: the Open Molecules 2025 dataset
Level of theory: ωB97M-V with the def2-TZVPD basis set

Results
frontier orbital gap = 10.1333 eV
SMILES string = CC(=O)ON.CON
ΔE to the lowest compared entry with this formula, charge and spin = 94.18 kcal per mole

```
! wB97M-V def2-TZVPD RIJCOSX def2/J DEFGRID3
* xyz 0 1
C 1.4737 1.5829 0.3187
N 2.3153 -0.5719 0.0927
O 1.3553 0.3750 -0.3996
H 1.8284 -1.1369 0.7955
H 2.5095 -1.1730 -0.7043
H 0.8738 2.3142 -0.2218
H 2.5148 1.9107 0.3507
H 1.0982 1.4661 1.3406
C -1.2320 -1.4146 -0.9104
C -0.8435 -1.0489 0.4911
N -2.1806 0.8592 0.1066
O -1.3466 0.1029 0.9867
O -0.1218 -1.6942 1.2034
H -1.5604 1.4646 -0.4327
H -2.7312 1.4422 0.7331
H -2.2993 -1.2649 -1.0507
H -0.9561 -2.4477 -1.0974
H -0.6976 -0.7658 -1.6022
*
```

These are the natural (NBO) partial charges, in e, on atoms 1 to 4:
1. C -0.25
2. N -0.54
3. O -0.45
4. H 0.37


2.
Formula: C4H5CrO
Source: the Open Molecules 2025 dataset
Level of theory: ωB97M-V with the def2-TZVPD basis set

Results
frontier orbital gap (spin up / spin down) = 5.0253 / 5.6609 eV
⟨S²⟩ = 6.0982
ΔE to the lowest compared entry with this formula, charge and spin = 0.00 kcal per mole

```
! wB97M-V def2-TZVPD RIJCOSX def2/J DEFGRID3
* xyz 1 5
H -0.0714 1.7492 0.9581
C 1.6133 -2.3802 1.3055
C 0.5891 -1.5120 1.3094
C 0.7154 -0.0603 1.3141
C 0.0636 0.7572 0.4434
O -0.9047 0.3846 -0.3642
Cr -1.3970 0.7699 -1.9886
H 2.6511 -2.0356 1.3331
H -0.4310 -1.9072 1.2554
H 1.4420 -3.4580 1.2925
H 1.5168 0.3913 1.9046
*
```

These are the natural (NBO) partial charges, in e, on atoms 1 to 4:
1. H 0.21
2. C -0.31
3. C -0.28
4. C -0.20


3.
Formula: C2HI
Source: the Open Molecules 2025 dataset
Level of theory: ωB97M-V with the def2-TZVPD basis set

Results
frontier orbital gap (spin up / spin down) = 6.7166 / 6.7178 eV
ΔE to the lowest compared entry with this formula, charge and spin = 77.56 kcal per mole

```
! wB97M-V def2-TZVPD RIJCOSX def2/J DEFGRID3
* xyz 0 1
C -0.3485 0.3823 -0.9651
C 0.2328 -0.2138 -0.0846
I 0.8465 -1.3420 2.5689
H -0.7308 1.1735 -1.5193
*
```

Charges obtained by natural (NBO) population analysis, quoted in units of e:
1. C -0.40
2. C -0.04
3. I 0.20
4. H 0.24


4.
Formula: C4H4N2O2
Source: the Open Molecules 2025 dataset
Level of theory: ωB97M-V with the def2-TZVPD basis set

Results
frontier orbital gap = 8.1922 eV
SMILES string = O=CC1=CNN=CO1
ΔE to the lowest compared entry with this formula, charge and spin = 90.96 kcal per mole

```
! wB97M-V def2-TZVPD RIJCOSX def2/J DEFGRID3
* xyz 0 1
C -2.0998 -0.4732 -0.1247
C -0.6874 -0.2351 -0.0852
C -0.1022 0.9134 -0.0014
C 1.5561 -1.0349 0.0941
H -2.4356 -1.4565 -0.3538
H -0.7666 1.8546 0.2553
H 1.5898 2.0308 -0.2128
H 2.4024 -1.7815 0.3151
N 1.2438 1.1420 -0.1108
N 2.1067 0.1324 0.0888
O -2.9681 0.3127 0.1769
O 0.1611 -1.4045 -0.0416
*
```

These are the natural (NBO) partial charges, in e, on atoms 1 to 4:
1. C 0.37
2. C 0.05
3. C 0.03
4. C 0.32


5.
Formula: C7H8IrN2O5
Source: the Open Molecules 2025 dataset
Level of theory: ωB97M-V with the def2-TZVPD basis set

Results
frontier orbital gap (spin up / spin down) = 8.4309 / 5.5282 eV
⟨S²⟩ = 6.0149

```
! wB97M-V def2-TZVPD RIJCOSX def2/J DEFGRID3
* xyz 3 5
Ir 0.0257 -1.0443 0.6788
C -0.3806 0.9657 0.9047
O -0.7114 1.5508 1.8778
C -0.1373 -2.1383 2.2151
O -0.2653 -2.7486 3.2289
C 1.9392 -0.7746 0.4749
O 3.1367 -0.5520 0.4471
C -1.6195 -1.3984 -0.3589
O -2.6229 -1.5739 -0.8841
C 0.9469 -2.6633 -2.0515
H 0.0240 -2.2752 -2.5467
H 1.8107 -1.9598 -2.1315
C 0.8385 -3.4748 -0.9690
H 1.6559 -3.6507 -0.2360
H -0.1074 -3.9619 -0.6458
N -1.7420 3.2180 -0.2181
C -0.4609 2.8603 -0.1282
N 0.5044 3.6001 0.3063
O -0.1834 1.5622 -0.3920
H -2.0346 4.1596 -0.0099
H -2.4035 2.5155 -0.5080
H 1.4236 3.1922 0.3921
H 0.3629 4.5914 0.5540
*
```

These are the natural (NBO) partial charges, in e, on atoms 1 to 4:
1. Ir 0.67
2. C 0.50
3. O -0.37
4. C 0.44


6.
Formula: C4H6OS
Source: the Open Molecules 2025 dataset
Level of theory: ωB97M-V with the def2-TZVPD basis set

Results
frontier orbital gap (spin up / spin down) = 7.6570 / 7.4939 eV
⟨S²⟩ = 2.0056
ΔE to the lowest compared entry with this formula, charge and spin = 13.66 kcal per mole

```
! wB97M-V def2-TZVPD RIJCOSX def2/J DEFGRID3
* xyz 0 3
C -0.2630 0.8999 -0.4573
C -1.0500 0.8853 0.8582
C 0.8331 -0.1060 -0.5058
C 0.4978 -1.4797 0.0329
O -2.2154 1.1557 0.9987
S 2.3281 0.3130 -0.9768
H -1.0813 0.7733 -1.3072
H 0.0216 1.8946 -0.7231
H -0.4076 0.7752 1.7091
H 0.2353 -1.4055 1.0873
H -0.3378 -1.7013 -0.5885
H 1.4392 -2.0046 -0.1274
*
```

These are the natural (NBO) partial charges, in e, on atoms 1 to 4:
1. C -0.56
2. C 0.45
3. C -0.35
4. C -0.63